ORCA calculation (ωB97M-V/def2-TZVPD) on C4HF6N10O4S2Sn as an isolated structure.

multiplicity	1
electronic energy	-71063.2984	eV
M	549.95	g/mol
total charge	-1
frontier orbital gap	8.560	eV
ΔE to the lowest compared entry with this formula, charge and spin	1.8	kcal/mol

The geometry in XYZ format:
```
28
C4HF6N10O4S2Sn, DFT ωB97M-V/def2-TZVPD
Sn 0.017 0.032 -1.407
F 4.423 0.183 2.194
C 3.481 1.100 1.980
F 3.993 2.305 2.201
F 2.473 0.890 2.817
S 2.911 0.964 0.223
O 1.910 -0.094 0.268
O 4.103 0.758 -0.532
N 2.270 2.358 -0.150
S 0.895 2.831 0.484
O 1.011 3.469 1.760
O -0.195 1.866 0.343
C 0.522 4.153 -0.741
F -0.641 4.710 -0.433
F 0.445 3.634 -1.967
F 1.469 5.085 -0.720
N -2.202 -2.115 0.513
C -2.706 -0.922 0.057
N -3.911 -0.476 0.327
N -3.989 0.704 -0.343
N -2.903 0.951 -0.972
N -2.044 -0.084 -0.747
C -0.969 -2.610 0.173
N -0.501 -3.769 0.572
N 0.713 -3.867 -0.035
N 0.960 -2.835 -0.747
N -0.111 -1.994 -0.650
H -2.768 -2.650 1.147
```

ORCA calculation (ωB97M-V/def2-TZVPD) on C27H25BF4HfN5O4S2 as an isolated structure in a non-equilibrium geometry.

multiplicity	1
electronic energy	-78578.4565	eV
M	812.96	g/mol
total charge	+1
frontier orbital gap	7.517	eV
ΔE to the lowest compared entry with this formula, charge and spin	9.6	kcal/mol

The geometry in XYZ format:
```
69
C27H25BF4HfN5O4S2, DFT ωB97M-V/def2-TZVPD
Hf 0.175 0.679 0.796
C -4.042 1.771 -0.090
C -2.945 0.955 0.529
O -1.775 1.455 0.483
C -3.235 -0.284 1.150
C -4.526 -0.865 1.071
C -4.804 -2.050 1.682
C -3.799 -2.700 2.425
C -2.542 -2.170 2.524
C -2.207 -0.965 1.869
O -0.995 -0.504 1.954
H -3.653 2.741 -0.388
H -4.867 1.905 0.608
H -4.423 1.254 -0.973
H -5.300 -0.363 0.506
H -5.787 -2.492 1.597
H -4.030 -3.632 2.925
H -1.761 -2.659 3.089
N 3.394 -1.267 0.601
C 3.411 -0.019 0.112
N 2.413 0.846 0.169
C 2.807 2.082 -0.333
C 4.063 2.139 -0.816
S 4.853 0.626 -0.606
C 1.880 3.188 -0.168
C 2.148 4.495 -0.366
S 0.835 5.469 0.174
C -0.001 4.036 0.680
N 0.634 2.916 0.397
N -1.204 4.128 1.273
H 2.499 -1.667 0.827
H 4.159 -1.885 0.397
H 4.574 2.972 -1.269
H 3.045 4.949 -0.751
H -1.502 5.015 1.637
H -1.602 3.294 1.668
F -0.103 1.730 2.807
B 1.247 1.323 3.233
F 1.393 1.292 4.560
F 1.373 0.013 2.600
F 2.107 2.160 2.547
O -1.309 -1.304 -0.757
C -0.340 -1.834 -0.212
O 0.707 -1.116 0.102
C -0.256 -3.275 0.120
C -0.823 -4.243 -0.698
C -0.696 -5.581 -0.362
C -0.040 -5.950 0.804
C 0.504 -4.981 1.637
C 0.415 -3.644 1.288
H -1.354 -3.942 -1.593
H -1.114 -6.335 -1.017
H 0.040 -6.996 1.070
H 0.997 -5.268 2.556
H 0.826 -2.876 1.932
N -0.167 1.069 -1.611
C 0.867 1.180 -2.600
C 1.079 2.390 -3.246
C 2.081 2.505 -4.196
C 2.872 1.412 -4.513
C 2.642 0.194 -3.886
C 1.642 0.075 -2.937
H -0.650 0.169 -1.689
H -0.855 1.797 -1.759
H 0.453 3.244 -3.009
H 2.236 3.452 -4.697
H 3.652 1.500 -5.257
H 3.234 -0.674 -4.147
H 1.450 -0.876 -2.455
```

ORCA calculation (ωB97M-V/def2-TZVPD) on one molecule with the formula C4HNO2 in a non-equilibrium geometry.

multiplicity	1
electronic energy	-9740.9441	eV
SMILES string	O=c1ncc2oc1=2
M	95.06	g/mol
frontier orbital gap (spin up / spin down)	7.340 / 7.338	eV
ΔE to the lowest compared entry with this formula, charge and spin	132.6	kcal/mol

The geometry in XYZ format:
```
8
C4HNO2, DFT ωB97M-V/def2-TZVPD
C 0.156 0.046 -0.008
C 1.526 -0.073 0.552
C 1.940 0.990 1.457
C 0.722 1.880 1.095
N -0.041 1.312 0.056
O 2.695 0.244 0.313
O -0.032 2.478 1.798
H -0.505 -0.713 -0.226
```

ORCA calculation (ωB97M-V/def2-TZVPD) on one molecule with the formula C3H5NO in a non-equilibrium geometry.

multiplicity	1
electronic energy	-6727.2744	eV
SMILES string	C1=NOCC1
M	71.08	g/mol
frontier orbital gap	10.533	eV
ΔE to the lowest compared entry with this formula, charge and spin	53.0	kcal/mol

The geometry in XYZ format:
```
10
C3H5NO, DFT ωB97M-V/def2-TZVPD
C 1.197 0.101 0.205
C 0.139 -0.804 0.902
C -1.101 -0.492 0.089
H 1.761 0.659 0.943
H 1.931 -0.512 -0.429
H -0.064 -0.407 1.952
H 0.486 -1.890 0.935
H -2.075 -0.944 0.350
N -0.922 0.436 -0.705
O 0.375 0.902 -0.749
```

ORCA calculation (ωB97M-V/def2-TZVPD) on one molecule with the formula C2H4S3 in a non-equilibrium geometry.

multiplicity	1
electronic energy	-34642.4845	eV
SMILES string	CC1(S)SS1
M	124.26	g/mol
frontier orbital gap	8.436	eV
ΔE to the lowest compared entry with this formula, charge and spin	40.2	kcal/mol

The geometry in XYZ format:
```
9
C2H4S3, DFT ωB97M-V/def2-TZVPD
C 0.061 -0.296 0.308
C -0.285 1.125 -0.750
S -1.226 -0.782 1.543
S 0.574 0.012 2.052
S 0.840 -1.539 -0.655
H -0.466 1.988 -0.029
H -1.068 0.677 -1.466
H 0.713 1.527 -1.244
H 0.858 -2.713 0.241
```

ORCA calculation (ωB97M-V/def2-TZVPD) on C34H43F9N7O3S5Ti as an isolated structure.

multiplicity	2
electronic energy	-154273.6245	eV
M	976.95	g/mol
total charge	+2
<S²>	0.75
frontier orbital gap (spin up / spin down)	7.502 / 7.498	eV
ΔE to the lowest compared entry with this formula, charge and spin	0.0	kcal/mol

The geometry in XYZ format:
```
102
C34H43F9N7O3S5Ti, DFT ωB97M-V/def2-TZVPD
Ti -0.354 1.443 0.534
N 0.072 -0.319 -0.696
C 0.274 0.051 -2.079
C 0.323 -0.867 -3.090
C 0.551 -0.457 -4.418
C 0.725 0.865 -4.715
C 0.636 1.840 -3.695
C 0.771 3.225 -3.931
C 0.622 4.104 -2.893
C 0.314 3.612 -1.620
N 0.197 2.325 -1.355
C 0.374 1.425 -2.371
H 0.921 -0.785 -0.345
H -0.667 -1.025 -0.663
H 0.203 -1.920 -2.863
H 0.597 -1.203 -5.200
H 0.918 1.188 -5.731
H 0.982 3.576 -4.933
H 0.716 5.170 -3.039
H 0.159 4.297 -0.796
C 5.005 1.103 -1.970
C 4.598 1.694 -0.626
S 2.991 1.114 0.013
C 3.443 0.148 1.473
C 3.977 -1.248 1.202
S 2.816 -2.288 0.265
C 3.703 -2.668 -1.276
C 3.933 -1.517 -2.252
S 5.494 -0.638 -1.919
H 5.884 1.639 -2.331
H 4.223 1.238 -2.720
H 4.518 2.779 -0.714
H 5.348 1.479 0.134
H 2.518 0.103 2.055
H 4.165 0.714 2.065
H 4.184 -1.744 2.153
H 4.909 -1.209 0.643
H 3.062 -3.415 -1.744
H 4.643 -3.164 -1.030
H 3.112 -0.802 -2.223
H 3.995 -1.925 -3.263
F 1.711 3.857 4.717
C 0.909 2.964 4.158
F 1.608 1.838 3.980
F -0.063 2.708 5.050
C 0.323 3.445 2.767
O 0.563 2.531 1.777
C -1.214 3.647 2.849
F -1.603 4.606 3.663
F -1.799 2.490 3.215
F -1.681 3.908 1.611
C 1.041 4.774 2.368
F 2.348 4.557 2.264
F 0.598 5.177 1.165
F 0.814 5.756 3.228
S -0.563 -0.771 2.210
C 0.130 -0.764 3.764
N -0.419 -0.257 4.861
C 0.442 -0.391 6.041
C 1.595 -1.267 5.507
N 1.281 -1.354 4.077
H -1.220 0.351 4.815
H -0.096 -0.874 6.853
H 0.786 0.583 6.380
H 1.599 -2.256 5.960
H 2.568 -0.805 5.662
H 1.810 -1.875 3.400
N -3.257 -3.525 1.197
C -2.541 -3.357 0.074
S -2.888 -2.072 -0.975
N -1.557 -4.247 -0.110
C -0.734 -4.492 -1.250
C -1.188 -4.336 -2.554
C -0.347 -4.653 -3.611
C 0.927 -5.152 -3.376
C 1.358 -5.340 -2.071
C 0.537 -4.997 -1.009
H -3.924 -2.824 1.463
H -3.129 -4.318 1.804
H -1.341 -4.835 0.682
H -2.190 -3.984 -2.748
H -0.706 -4.539 -4.625
H 1.567 -5.422 -4.206
H 2.337 -5.758 -1.875
H 0.879 -5.129 0.011
O -2.844 1.448 -1.802
C -3.107 1.204 -0.639
O -2.298 1.218 0.367
C -4.543 0.812 -0.289
N -5.151 0.237 -1.542
C -6.539 0.805 -1.717
C -6.845 1.447 -0.370
C -5.476 1.963 0.082
H -4.521 0.034 0.474
H -5.120 -0.784 -1.480
H -4.518 0.517 -2.307
H -7.224 0.016 -2.014
H -6.492 1.552 -2.506
H -7.231 0.708 0.334
H -7.586 2.237 -0.465
H -5.427 2.183 1.146
H -5.206 2.866 -0.468
```